Below is 9 unconnected molecules or ions with the total composition C38H62Br16ClN4O3PS, with properties calculated with the ωB97M-V functional and the def2-TZVPD basis.

Results
- SMILES string = CCC[C@@H](C)c1c(N=C=S)c(CCCC(=O)OCC)c2nc(CCN)cnc2c1P(O)Cl.BrCCBr.BrCCBr.BrCCBr.BrCCBr.BrCCBr.BrCCBr.BrCCBr.BrCCBr
- HOMO-LUMO gap (eV) = 8.197
- max |F| (eV/Å) = 1.19
- DFT total energy (hartree) = -44313.92326
- net charge = 0

Each line ends with the Mulliken charge.
Positions of all 126 atoms, in Å:
C -0.08 2.31 -4.48  -1.50
C 0.29 0.86 -4.14  0.39
C -0.95 0.19 -3.57  -0.62
C -0.74 -1.02 -2.63  0.11
C 0.65 -1.67 -2.74  -1.97
C -1.14 -0.69 -1.20  -0.39
C -0.27 -0.07 -0.26  0.17
N 1.06 0.38 -0.71  -0.47
C 1.16 1.57 -0.90  0.52
S 1.38 3.10 -1.12  -0.33
C -0.59 0.15 1.04  0.17
C 0.34 0.75 2.05  -1.17
C 0.80 -0.31 3.08  -0.70
C 1.05 0.31 4.47  -0.20
C 2.40 -0.05 5.01  0.21
O 2.74 -1.18 5.23  -0.59
O 3.24 1.01 5.21  -0.35
C 3.40 1.38 6.60  0.23
C 3.40 2.89 6.76  -1.03
C -1.88 -0.21 1.49  0.76
N -2.20 0.02 2.79  0.04
C -3.41 -0.29 3.16  -0.17
C -3.84 -0.02 4.58  -0.39
C -4.93 -0.98 5.04  -0.44
N -5.17 -0.88 6.49  -0.69
C -4.32 -0.86 2.24  -0.11
N -4.03 -1.12 1.00  0.00
C -2.78 -0.77 0.59  -0.55
C -2.40 -1.00 -0.76  0.95
P -3.59 -1.72 -1.98  0.17
O -5.00 -1.04 -1.55  -0.36
Cl -3.73 -3.64 -1.17  -0.32
H -1.10 2.35 -4.85  0.41
H 0.58 2.77 -5.22  0.43
H -0.07 2.89 -3.57  0.24
H 1.10 0.90 -3.42  -0.03
H 0.63 0.34 -5.02  0.20
H -1.60 0.91 -3.08  -0.14
H -1.51 -0.18 -4.43  0.36
H -1.44 -1.78 -2.94  0.86
H 0.76 -2.40 -1.93  0.41
H 0.71 -2.24 -3.67  0.43
H 1.47 -0.98 -2.64  0.21
H -0.16 1.56 2.56  0.28
H 1.23 1.14 1.57  0.61
H 1.74 -0.73 2.71  0.52
H 0.07 -1.10 3.14  0.37
H 0.32 -0.09 5.17  0.28
H 0.92 1.38 4.42  0.27
H 4.32 0.91 6.95  -0.18
H 2.57 0.95 7.16  0.37
H 3.12 3.34 5.81  0.34
H 4.38 3.25 7.06  0.25
H 2.66 3.16 7.51  0.28
H -4.13 1.02 4.71  0.17
H -2.96 -0.17 5.20  0.26
H -5.82 -0.72 4.48  0.15
H -4.68 -1.99 4.74  0.54
H -6.01 -0.33 6.65  0.26
H -5.39 -1.79 6.87  0.26
H -5.32 -1.12 2.56  -0.02
H -5.54 -1.63 -1.01  0.09
Br 7.08 1.85 7.75  -0.10
C 7.31 -0.01 7.25  -0.59
C 8.24 -0.73 8.19  -0.59
Br 10.09 -0.24 7.89  -0.15
H 7.67 -0.02 6.22  0.41
H 6.32 -0.46 7.29  0.30
H 8.19 -1.81 8.03  0.37
H 8.02 -0.50 9.23  0.36
Br -7.57 -3.20 -0.09  -0.12
C -9.00 -2.17 0.74  -0.58
C -8.45 -1.17 1.71  -0.60
Br -7.84 -2.00 3.36  -0.14
H -9.67 -2.89 1.21  0.38
H -9.52 -1.67 -0.08  0.36
H -9.21 -0.45 2.00  0.43
H -7.59 -0.64 1.29  0.31
Br -3.60 0.00 -8.14  -0.14
C -3.24 -1.86 -8.60  -0.10
C -2.34 -2.52 -7.60  -0.54
Br -0.48 -1.96 -7.79  -0.14
H -2.82 -1.85 -9.60  0.46
H -4.21 -2.33 -8.62  -0.27
H -2.33 -3.60 -7.76  0.39
H -2.63 -2.30 -6.58  0.31
Br -2.91 2.55 -1.19  -0.01
C -2.99 4.28 -0.30  -0.63
C -2.08 4.32 0.90  -0.30
Br -2.81 3.28 2.37  -0.14
H -4.03 4.44 -0.03  0.38
H -2.68 5.01 -1.04  0.36
H -1.97 5.34 1.27  0.42
H -1.10 3.90 0.68  0.01
Br 3.38 2.25 -4.31  -0.08
C 5.12 1.51 -3.84  -0.60
C 5.48 0.22 -4.55  -0.41
Br 4.56 -1.34 -3.86  -0.12
H 5.10 1.39 -2.76  0.37
H 5.83 2.28 -4.11  0.36
H 6.54 0.02 -4.39  0.35
H 5.26 0.25 -5.62  0.15
Br 8.62 3.77 11.16  -0.13
C 10.46 3.35 11.62  -0.58
C 10.94 2.09 10.96  -0.52
Br 10.20 0.51 11.81  -0.12
H 10.50 3.30 12.71  0.38
H 11.05 4.20 11.28  0.35
H 12.02 1.99 11.06  0.34
H 10.66 2.04 9.92  0.28
Br 3.33 -1.76 -10.94  -0.14
C 2.78 -0.07 -10.16  -0.58
C 3.51 0.22 -8.87  -0.63
Br 2.83 -0.86 -7.41  -0.09
H 1.71 -0.12 -10.02  0.32
H 3.02 0.69 -10.90  0.39
H 3.35 1.25 -8.57  0.36
H 4.58 0.02 -8.95  0.39
Br -5.87 -4.85 -7.82  -0.14
C -7.23 -4.57 -9.19  -0.59
C -6.61 -4.31 -10.54  -0.56
Br -5.87 -2.52 -10.65  -0.11
H -7.84 -3.74 -8.85  0.36
H -7.82 -5.48 -9.21  0.36
H -7.37 -4.37 -11.32  0.34
H -5.80 -5.00 -10.77  0.36